(1)
ORCA calculation (ωB97M-V with the def2-TZVPD basis set) on a molecular structure, C5H11OS.

- DFT total energy: -18235.6356 eV
- Max |F|: 0.076 hartree/bohr
- Orbital gap: 9.68 eV
- Total charge: +1

Positions of all 18 atoms, in Å:
S (0.0092, -1.3403, -0.5091)
H (3.2724, 0.4120, 0.7067)
H (-0.7096, -0.5215, 1.6287)
H (-2.2612, 1.3354, 0.8409)
H (-2.6733, 0.1901, -0.3860)
C (-0.1291, -0.0424, -1.6689)
C (-1.2272, -0.7067, 0.6494)
H (0.9761, 0.2092, -1.8173)
H (2.0801, -0.1518, 2.2748)
C (-0.8382, 1.0863, -0.9911)
H (-0.4985, -0.4546, -2.6668)
H (3.1173, -1.2339, 1.5617)
C (-1.8305, 0.5391, 0.0457)
O (1.4335, -1.0996, 0.2159)
H (-0.1426, 1.6424, -0.4704)
C (2.6486, -0.2368, 1.3381)
H (-1.9143, -1.5283, 0.8278)
H (-1.3125, 1.9013, -1.5802)

From a natural (NBO) analysis of the wavefunction, the atomic charges in e read: 1.30, 0.25, 0.26, 0.26, 0.21, -0.64, -0.60, 0.29, 0.24, -0.43, 0.28, 0.23, -0.41, -0.88, 0.22, -0.12, 0.26, 0.26

---

(2)
ORCA calculation (ωB97M-V with the def2-TZVPD basis set) on a gas-phase ion, C5H11OS2 (charge -1).

- Structure (SMILES): CCSSCCC[O-]
- DFT total energy: -29080.1285 eV
- Max |F|: 0.055 hartree/bohr
- Orbital gap: 5.79 eV
- Total charge: -1

Positions of all 19 atoms, in Å:
H (-1.1219, -3.7374, -0.6218)
C (-0.1991, 2.6863, -0.1004)
H (-1.4641, -4.1699, 1.0780)
H (-0.2244, 3.6238, 0.4313)
C (-0.6817, -3.9015, 0.3620)
S (-1.0460, -1.1776, 0.5042)
S (-0.2226, 0.2781, 1.6562)
H (0.0298, -4.7300, 0.3993)
H (0.9696, -2.4827, 0.3829)
H (1.4182, 2.8378, -1.6374)
H (-0.0296, 1.9560, -2.1753)
C (0.7303, 1.7165, 0.4236)
H (0.2445, -2.7489, 1.8910)
O (-0.1036, 4.0584, -2.2811)
H (1.1928, 0.9038, -0.1227)
H (1.4186, 2.1642, 1.1010)
H (-1.2113, 2.3828, -0.3522)
C (-0.0056, -2.6072, 0.8414)
C (0.3063, 2.9474, -1.7801)

From a natural (NBO) analysis of the wavefunction, the atomic charges in e read: 0.21, -0.57, 0.20, 0.19, -0.62, 0.07, -0.18, 0.20, 0.20, 0.04, 0.07, -0.32, 0.20, -0.87, 0.20, 0.19, 0.21, -0.54, 0.10

---

(3)
ORCA calculation (ωB97M-V with the def2-TZVPD basis set) on 2 unconnected molecules or ions with the total composition C5H11P.

- Structure (SMILES): C=PC(=C)C.C
- DFT total energy: -14650.2115 eV
- Max |F|: 0.018 hartree/bohr
- Orbital gap: 8.88 eV
- Total charge: 0

Positions of all 17 atoms, in Å:
H (3.9474, 0.1626, -0.6881)
C (0.1254, 1.3565, 0.5756)
C (-2.9139, -1.4008, -0.0117)
H (1.1025, 1.5421, 0.9945)
H (-0.3211, 2.1668, 0.0267)
C (4.5481, -0.4212, -0.0023)
H (-2.2524, 1.9496, -0.6394)
H (-2.4685, -2.0741, 0.7194)
C (-2.7368, 0.9900, -0.6037)
H (5.3560, 0.1890, 0.3804)
H (3.9290, -0.7638, 0.8192)
H (4.9617, -1.2741, -0.5256)
H (-3.9678, -1.2687, 0.2218)
P (-0.5673, -0.1384, 0.8235)
C (-2.1976, -0.0765, -0.0247)
H (-2.8399, -1.8721, -0.9909)
H (-3.7049, 0.9333, -1.0747)

From a natural (NBO) analysis of the wavefunction, the atomic charges in e read: 0.21, -0.82, -0.65, 0.22, 0.21, -0.85, 0.19, 0.22, -0.35, 0.21, 0.21, 0.21, 0.22, 0.68, -0.33, 0.22, 0.19

---

(4)
ORCA calculation (ωB97M-V with the def2-TZVPD basis set) on 2 unconnected molecules or ions with the total composition C5H11S.

- DFT total energy: -16198.6975 eV
- Max |F|: 0.005 hartree/bohr
- Orbital gap: 6.34 eV
- Total charge: -1

Positions of all 17 atoms, in Å:
H (-0.1406, -3.7350, -1.4883)
H (1.1339, -1.1270, 0.7340)
H (-1.2326, 3.3346, 1.2760)
C (-0.2392, 3.1179, 0.8606)
H (-0.1610, 1.0422, 1.4334)
C (0.3699, -1.8775, 0.4952)
H (-0.4648, -1.7018, 1.1799)
C (-0.0606, -1.7009, -0.9261)
H (-0.5911, -2.4914, -2.7961)
H (0.5222, 3.4154, 1.5851)
C (-0.0590, 1.6374, 0.5180)
H (-0.0774, 3.7124, -0.0395)
H (-0.1103, -0.6768, -1.2824)
C (-0.2908, -2.6983, -1.7758)
H (0.7583, -2.8877, 0.6492)
S (1.5344, 1.2949, -0.2874)
H (-0.8913, 1.3414, -0.1357)

From a natural (NBO) analysis of the wavefunction, the atomic charges in e read: 0.17, 0.27, 0.16, -0.61, 0.16, -0.68, 0.20, -0.13, 0.18, 0.19, -0.53, 0.20, 0.23, -0.47, 0.18, -0.71, 0.16

---

(5)
ORCA calculation (ωB97M-V with the def2-TZVPD basis set) on a molecular structure, C5H12.

- DFT total energy: -5376.4585 eV
- Max |F|: 0.053 hartree/bohr
- Orbital gap: 8.95 eV
- Total charge: 0

Positions of all 17 atoms, in Å:
C (-1.9073, -0.7196, 0.1049)
H (2.2696, 0.8944, -0.1338)
C (-0.7215, 1.3253, -0.7275)
H (2.6481, -0.7612, -0.6345)
H (-2.8250, -0.5763, -0.4891)
H (0.4387, 0.0460, 1.4215)
H (-1.5173, 1.6660, -1.4102)
H (0.2194, -0.7743, -0.7341)
C (-0.6899, -0.1776, -0.6006)
H (-2.0753, -0.1865, 1.0583)
C (2.2512, -0.1504, 0.1896)
H (-0.9377, 1.7952, 0.2501)
H (0.2179, 1.7219, -1.1133)
H (-1.8193, -1.7878, 0.3062)
H (2.9748, -0.2408, 1.0174)
H (0.8392, -1.6336, 0.9375)
C (0.8429, -0.5695, 0.6394)

From a natural (NBO) analysis of the wavefunction, the atomic charges in e read: -0.65, 0.21, -0.65, 0.21, 0.22, 0.20, 0.22, 0.27, -0.20, 0.19, -0.64, 0.19, 0.21, 0.22, 0.22, 0.20, -0.43

---

(6)
ORCA calculation (ωB97M-V with the def2-TZVPD basis set) on 2 unconnected molecules or ions with the total composition C5H12.

- Structure (SMILES): C=C.CCC
- DFT total energy: -5378.3938 eV
- Max |F|: 0.026 hartree/bohr
- Orbital gap: 11.36 eV
- Total charge: 0

Positions of all 17 atoms, in Å:
H (0.1984, -2.6202, 3.8260)
H (-1.1193, -1.3247, 2.3502)
C (-0.0530, -1.3478, 2.1351)
H (-0.7097, 3.0552, -2.8461)
H (2.5614, -2.9029, 3.7328)
H (2.4401, -1.4969, 2.6981)
C (-1.7370, 3.9169, -4.5583)
C (2.0985, -2.5231, 2.8248)
C (-1.1345, 2.9823, -3.8398)
H (-1.1535, 1.9766, -4.2497)
H (-1.7890, 4.9425, -4.2004)
C (0.5816, -2.5652, 2.8033)
H (0.1527, -3.4626, 2.3633)
H (0.4226, -0.4264, 2.4667)
H (-1.9818, 3.7645, -5.5998)
H (2.5730, -3.1363, 2.0554)
H (0.0050, -1.4173, 1.0510)

From a natural (NBO) analysis of the wavefunction, the atomic charges in e read: 0.19, 0.21, -0.60, 0.20, 0.21, 0.20, -0.39, -0.61, -0.38, 0.19, 0.19, -0.40, 0.20, 0.20, 0.20, 0.21, 0.20

---

(7)
ORCA calculation (ωB97M-V with the def2-TZVPD basis set) on 2 unconnected molecules or ions with the total composition C5H12.

- Structure (SMILES): C=CC.CC
- DFT total energy: -5378.6693 eV
- Max |F|: 0.020 hartree/bohr
- Orbital gap: 10.82 eV
- Total charge: 0

Positions of all 17 atoms, in Å:
H (1.6513, 3.0461, 0.2930)
H (-1.9912, -1.9372, -1.6273)
C (-0.9838, -1.7247, -1.3024)
C (-0.4744, -2.2117, -0.1871)
H (1.1341, 1.3648, 0.3514)
H (-0.2604, 3.4944, 1.6606)
C (0.8227, 2.3692, 0.0828)
H (-1.1805, 3.2361, 0.1877)
C (-0.4568, 2.7855, 0.8618)
H (1.4648, -1.3802, -0.3992)
H (-0.9175, 1.9029, 1.2959)
C (0.8711, -1.8785, 0.3659)
H (-1.0817, -2.8787, 0.4250)
H (0.7471, -1.2462, 1.2448)
H (-0.3781, -1.0702, -1.9296)
H (0.5731, 2.4477, -0.9693)
H (1.3441, -2.8013, 0.7060)

From a natural (NBO) analysis of the wavefunction, the atomic charges in e read: 0.20, 0.20, -0.41, -0.16, 0.20, 0.20, -0.61, 0.20, -0.61, 0.21, 0.20, -0.65, 0.19, 0.22, 0.19, 0.20, 0.22

---

(8)
ORCA calculation (ωB97M-V with the def2-TZVPD basis set) on a molecular structure, C5H12BBrMnNO3P2.

- DFT total energy: -133619.5048 eV
- Max |F|: 0.061 hartree/bohr
- 2S+1: 6
- Orbital gap (alpha / beta): 7.41 / 3.81 eV
- Total charge: +1

Positions of all 26 atoms, in Å:
O (3.2218, -0.7507, 0.2021)
C (-0.3306, -1.0474, -0.6635)
N (1.5058, -1.0238, 2.2820)
P (1.9871, -0.1520, 1.0304)
H (-0.1028, 2.3681, -3.0585)
O (2.6499, 1.2141, 1.5244)
H (2.9820, -1.6056, -0.1871)
H (-2.6768, 2.1504, 2.6060)
Br (2.2033, 0.1988, -3.1129)
Mn (3.3147, 2.2117, -2.1794)
C (-2.6289, 1.2591, 2.0292)
H (-2.2479, -1.6473, -1.3814)
H (-0.0802, -1.9191, -0.0563)
C (-1.8480, -0.8711, -0.7305)
H (0.0151, -1.2940, -1.6718)
H (1.9339, 1.8552, 1.6671)
B (0.4899, 0.2505, -0.0964)
H (-0.2216, 0.9772, 0.5553)
H (-3.6055, -1.2593, 0.4289)
C (-2.5845, 0.2485, 1.3918)
P (1.0863, 1.4308, -1.4686)
H (-2.0931, 0.0858, -1.1870)
C (-2.5670, -0.9850, 0.6194)
H (-2.1416, -1.7826, 1.2268)
H (1.9632, -1.9286, 2.3932)
O (-0.2245, 2.0165, -2.1632)

From a natural (NBO) analysis of the wavefunction, the atomic charges in e read: -0.96, -0.60, -0.69, 2.03, 0.52, -0.93, 0.52, 0.24, -0.32, 0.83, -0.26, 0.21, 0.21, -0.37, 0.22, 0.53, -0.78, 0.13, 0.25, 0.01, 0.86, 0.22, -0.49, 0.23, 0.38, -0.98

---

(9)
ORCA calculation (ωB97M-V with the def2-TZVPD basis set) on 2 unconnected molecules or ions with the total composition C5H12BClN2O2.

- Structure (SMILES): C=C(C)/C(Cl)=N/O.CB(N)O
- DFT total energy: -25653.2410 eV
- Max |F|: 0.092 hartree/bohr
- Orbital gap: 9.72 eV
- Total charge: 0

Positions of all 23 atoms, in Å:
H (0.4852, -0.6490, -1.9586)
H (-4.4176, 0.8857, -0.9286)
H (-2.0500, 0.2065, 0.0974)
C (1.8010, 0.0279, -0.4327)
H (-4.9810, 0.0058, -2.5406)
H (2.4527, -1.8832, 0.4850)
H (3.7613, -0.9559, -0.3067)
N (3.4421, 1.1406, 0.9185)
B (-3.1037, -0.8221, -1.5073)
N (-2.1534, -0.5861, -0.5105)
C (-4.1570, 0.3601, -1.9268)
C (0.6697, 0.0419, -1.1583)
H (-3.6520, 1.1550, -2.4172)
Cl (1.2858, 2.5686, 0.2674)
H (4.6109, 2.0142, 2.1044)
H (2.4556, -1.8587, -1.2211)
C (2.6198, -1.1599, -0.3852)
O (-3.3583, -2.1314, -1.7372)
O (3.9092, 2.3104, 1.4615)
C (2.3435, 1.1256, 0.3349)
H (0.0472, 0.9534, -1.2199)
H (-3.9137, -2.1380, -2.5421)
H (-1.3202, -1.1508, -0.3339)

From a natural (NBO) analysis of the wavefunction, the atomic charges in e read: 0.21, 0.24, 0.39, -0.11, 0.22, 0.23, 0.24, -0.14, 0.97, -1.08, -0.97, -0.34, 0.23, -0.07, 0.49, 0.22, -0.65, -0.86, -0.52, 0.21, 0.22, 0.48, 0.40

---

(10)
ORCA calculation (ωB97M-V with the def2-TZVPD basis set) on 2 unconnected molecules or ions with the total composition C5H12BNO4S.

- Structure (SMILES): [H]/N=C(\CS)C(=O)O.CCB(O)O
- DFT total energy: -26572.9433 eV
- Max |F|: 0.054 hartree/bohr
- Orbital gap: 10.01 eV
- Total charge: 0

Positions of all 24 atoms, in Å:
C (0.2144, -1.6746, -0.5182)
C (-0.1367, -3.1096, -0.6439)
H (2.0751, -0.8445, -3.0580)
O (0.9609, 1.4314, -0.6345)
H (-0.4858, -3.2391, -1.6735)
H (-0.9005, 4.0256, 1.7319)
H (-0.9840, -3.2728, 0.1664)
H (0.1408, -1.4195, 0.5365)
B (1.4385, -1.2457, -1.2745)
O (1.0499, 0.4913, 1.4134)
H (-0.6773, -1.2356, -0.8485)
S (-3.0150, 3.1774, 0.7470)
H (-2.0280, 1.1417, 0.1491)
C (-1.8317, 1.7957, 1.0029)
O (1.3266, -1.3231, -2.6130)
H (-1.9781, 1.2110, 1.8884)
H (1.5256, -0.1707, 0.9398)
N (-0.0915, 3.4683, 1.5329)
C (0.6416, 1.3876, 0.5157)
H (3.4198, -1.1049, -1.1485)
H (0.8508, -3.6399, -0.5392)
O (2.6324, -1.0702, -0.5935)
C (-0.4316, 2.3116, 1.1244)
H (-3.7160, 2.9087, 1.7969)

From a natural (NBO) analysis of the wavefunction, the atomic charges in e read: -0.81, -0.57, 0.49, -0.57, 0.21, 0.35, 0.21, 0.21, 1.13, -0.67, 0.23, -0.02, 0.24, -0.59, -0.88, 0.25, 0.51, -0.57, 0.77, 0.49, 0.20, -0.91, 0.19, 0.12

---

(11)
ORCA calculation (ωB97M-V with the def2-TZVPD basis set) on a molecular structure, C5H12BaClFGaO4P2.

- DFT total energy: -100448.4569 eV
- Max |F|: 0.148 hartree/bohr
- Orbital gap: 7.05 eV
- Total charge: +1

Positions of all 27 atoms, in Å:
O (3.2058, 0.1096, 2.4464)
H (-0.3193, -2.9778, 0.2203)
Ba (1.8499, 0.5494, -2.7684)
H (0.0307, 1.4373, -3.3558)
O (2.7665, 2.6697, 1.9190)
C (-0.7951, 0.8361, -2.8481)
P (1.9462, 0.6428, -0.3904)
P (2.1789, 1.1733, 1.7425)
H (-1.2092, -1.3303, 2.7176)
H (-0.9251, -0.1699, -3.3761)
H (2.5390, -0.6678, -0.5799)
H (2.8596, -0.7687, 2.1997)
H (-0.9968, 1.8857, -0.0683)
H (2.0405, 3.3182, 1.8509)
F (-2.4668, -0.6363, 0.5616)
Ga (-0.3744, 0.6401, -0.8174)
H (-0.3984, -2.9570, 2.6992)
C (-2.0612, 1.7201, -2.9586)
O (-3.1301, 1.2908, -2.9175)
H (-2.0507, -2.7314, 2.0000)
H (-1.6238, -1.6523, -1.0169)
H (0.6488, -1.6159, 0.8501)
Cl (-1.7911, 3.4991, -3.1864)
C (-1.0566, -2.2625, 2.1370)
O (0.8372, 1.0301, 2.3289)
C (-1.3101, -1.0413, -0.1330)
C (-0.3945, -1.9911, 0.7436)

From a Löwdin analysis of the wavefunction, the atomic charges in e read: -0.14, 0.11, 1.64, -0.11, -0.14, -0.44, 0.24, 0.28, 0.08, 0.10, -0.10, 0.08, 0.02, 0.11, -0.09, 0.24, 0.08, -0.88, 0.11, 0.08, 0.10, 0.04, 0.64, -0.10, -0.31, -0.37, -0.26

---

(12)
ORCA calculation (ωB97M-V with the def2-TZVPD basis set) on 2 unconnected molecules or ions with the total composition C5H12BrOPS2.

- DFT total energy: -108426.4412 eV
- Max |F|: 0.063 hartree/bohr
- Orbital gap (alpha / beta): 7.33 / 7.24 eV
- Total charge: 0

Positions of all 22 atoms, in Å:
H (-1.9617, -0.1941, -0.4573)
S (2.4333, -0.4893, -0.0870)
H (-0.7149, 2.1013, -0.9738)
H (1.0115, 1.1664, 2.2440)
S (-0.0083, -2.1222, 1.5036)
H (1.8349, -1.7580, -2.1670)
C (-0.0316, 1.9722, -0.0119)
H (-0.1928, 0.0881, 2.8385)
H (0.7619, -2.4333, -3.5468)
Br (1.2072, -3.8754, 1.1420)
H (-2.2569, -0.3619, 1.2447)
C (-0.4865, 0.7777, 0.7574)
H (-0.1984, 2.9052, 0.5823)
C (-1.9273, 0.3361, 0.5174)
H (1.0073, 1.7919, -0.3789)
O (-0.1431, -1.0766, -2.2524)
H (-0.5880, 1.8158, 2.7413)
C (-0.0518, 0.9707, 2.2987)
P (0.5741, -0.6151, 0.2110)
H (-2.5982, 1.2080, 0.2883)
H (1.3461, -0.6731, -3.5754)
C (0.9831, -1.5346, -2.9187)

From a natural (NBO) analysis of the wavefunction, the atomic charges in e read: 0.25, -0.37, 0.23, 0.22, -0.11, 0.17, -0.64, 0.21, 0.17, 0.03, 0.22, -0.36, 0.23, -0.65, 0.25, -0.69, 0.23, -0.60, 1.07, 0.24, 0.15, -0.26